# 1
This record from the Open Molecules 2025 dataset describes C11H17BN6Zr as an isolated structure. The level of theory is ωB97M-V with the def2-TZVPD basis set.

## Properties
Total charge: +2
Spin multiplicity: 1
Energy relative to the best compared isomer or geometry (same formula, charge and spin): 3.8 kcal/mol
LUMO: -0.2916 Ha

Geometry as XYZ:
```
36
Properties=species:S:1:pos:R:3:lowdin_charge:R:1
H 0.7034 -0.1942 3.9138 0.15
N -0.2613 -0.2599 2.0203 0.05
B -1.8415 0.0152 0.0126 -0.41
N -1.5111 0.0295 1.5462 0.03
C -2.2697 0.3619 2.5969 0.03
Zr 1.6685 -0.4553 -0.3061 1.66
H -3.3290 0.5763 2.4519 0.16
C -1.4897 0.3086 3.7521 0.03
H -1.8389 0.4649 4.7572 0.13
C -0.2105 -0.0774 3.3594 0.01
H -3.0217 0.0951 -0.1737 0.14
C 2.8351 -0.4341 -2.1309 -0.25
H 3.8988 -0.5434 -1.8455 0.03
H 2.7154 0.4556 -2.7604 0.02
H 2.5369 -1.3185 -2.7119 0.01
N -1.2753 -1.3376 -0.5369 0.01
N -1.0720 1.1837 -0.7003 0.00
N 0.0934 -1.6284 -0.4781 -0.23
N 0.3120 1.1249 -0.7856 -0.14
C -1.9077 -2.3188 -1.1835 0.03
C -1.4966 2.2551 -1.3924 0.01
H -2.9718 -2.2318 -1.3750 0.16
H -2.5518 2.4484 -1.5054 0.15
C -0.9790 -3.3043 -1.5298 0.02
C -0.3858 2.9344 -1.9022 0.01
C 0.2585 -2.8791 -1.0668 -0.05
C 0.7311 2.2023 -1.5103 -0.08
H -1.2022 -4.2151 -2.0567 0.13
H -0.3751 3.8248 -2.5059 0.12
H 1.2295 -3.3508 -1.1234 0.13
H 1.7839 2.3384 -1.7271 0.13
H 0.3275 -0.9387 1.5311 0.10
C 2.5879 0.9964 1.1685 -0.28
H 2.9886 0.5673 2.0943 0.00
H 1.9038 1.8057 1.4594 0.00
H 3.4164 1.4988 0.6444 0.01
```

***

# 2
This record from the Open Molecules 2025 dataset describes C17H18N7PPdS5Se as an isolated structure. The level of theory is ωB97M-V with the def2-TZVPD basis set.

## Properties
Total charge: -2
Spin multiplicity: 1
LUMO: 0.1595 Ha

Geometry as XYZ:
```
50
Properties=species:S:1:pos:R:3:lowdin_charge:R:1
Pd 0.6582 0.6215 0.1890 0.27
C -2.5870 0.4859 -0.0766 -0.06
N -1.8967 -0.6519 -0.6301 -0.15
C -2.2405 -1.2867 -1.7993 -0.11
C -1.2916 -2.2455 -1.9951 -0.20
N -0.3666 -2.2112 -0.9992 0.03
C -0.7072 -1.1909 -0.2148 -0.60
P -0.1180 -1.3020 1.5868 1.09
C 1.3812 -2.3043 1.2702 -0.51
N 2.4232 -2.0266 0.5172 0.08
C 3.2527 -3.0964 0.6192 -0.16
C 2.7174 -4.0398 1.4460 -0.10
N 1.5218 -3.5252 1.8614 -0.14
C 0.5675 -4.1675 2.7272 -0.07
C 0.7230 0.1894 2.3846 -0.61
N 1.9521 0.0558 2.8738 0.05
C 2.0823 1.0242 3.8217 -0.18
C 0.9214 1.7250 3.9556 -0.12
N 0.0330 1.1548 3.0800 -0.16
C -1.2558 1.7003 2.7473 -0.07
H -3.3237 0.8354 -0.7994 0.09
H -1.8784 1.2949 0.1195 0.04
H -3.1038 0.2150 0.8502 0.07
H -3.0936 -0.9763 -2.3759 0.10
H -1.2174 -2.9489 -2.8096 0.08
H 4.1927 -3.1292 0.0951 0.08
H 3.0632 -5.0035 1.7773 0.09
H 0.9803 -5.1212 3.0577 0.08
H -0.3699 -4.3483 2.1980 0.08
H 0.3653 -3.5463 3.6012 0.08
H 3.0152 1.1890 4.3349 0.08
H 0.6733 2.6099 4.5140 0.09
H -1.6187 2.2837 3.5947 0.09
H -1.9605 0.8870 2.5563 0.05
H -1.1857 2.3463 1.8677 0.06
C -0.4726 -0.0228 -5.5262 -0.42
S 0.5907 1.4353 -5.7035 0.74
C -0.0295 2.4235 -4.4048 -1.06
C 0.1091 2.1443 -3.0727 -1.15
S 0.9062 0.8253 -2.3655 0.56
S -0.7360 3.2978 -2.0369 0.88
C -1.5078 4.2428 -3.2545 -1.54
S -2.5184 5.5290 -2.9353 0.39
S -1.0724 3.7578 -4.8358 0.85
H -0.1269 -0.7661 -6.2429 0.02
H -1.5109 0.2320 -5.7357 0.03
H -0.3714 -0.4130 -4.5142 -0.01
Se 2.0431 5.1499 2.4404 0.25
C 1.4088 3.7647 1.4443 -0.96
N 0.9793 2.9033 0.7968 -0.02
```

***

# 3
This record from the Open Molecules 2025 dataset describes a 2-piece molecular cluster, C4H4O3 overall. The level of theory is ωB97M-V with the def2-TZVPD basis set.

## Properties
SMILES: O=CC=O.C#CO
Spin multiplicity: 1
Energy relative to the best compared isomer or geometry (same formula, charge and spin): 92.6 kcal/mol
LUMO: -0.0414 Ha

Geometry as XYZ:
```
11
Properties=species:S:1:pos:R:3:lowdin_charge:R:1
O -3.2663 -0.6292 0.0816 0.10
C -2.5075 0.2266 -0.2714 -0.21
C -1.0786 0.2782 0.1951 -0.20
O -0.4217 1.2649 0.0343 0.08
H -2.6518 0.9972 -1.0621 0.13
H -0.8240 -0.5523 0.8708 0.13
C 2.0532 -1.4367 -0.0029 0.09
C 2.3459 -0.2522 -0.0664 -0.28
O 2.4659 1.0331 0.0599 0.06
H 2.1740 -2.4381 -0.2606 0.00
H 1.7109 1.5084 0.4217 0.10
```

***

# 4
This record from the Open Molecules 2025 dataset describes C24H50GeN5O4PY as an isolated structure. The level of theory is ωB97M-V with the def2-TZVPD basis set.

## Properties
Total charge: +1
Spin multiplicity: 1
Energy relative to the best compared isomer or geometry (same formula, charge and spin): 43.0 kcal/mol
LUMO: -0.0779 Ha

Geometry as XYZ:
```
86
Properties=species:S:1:pos:R:3:lowdin_charge:R:1
Y 0.0385 1.3091 -0.3952 1.36
C 4.7866 -1.6472 -0.9506 -0.01
N 3.4705 -1.3304 -1.4937 -0.12
C 3.2496 -1.6586 -2.9003 0.00
C 2.5756 -0.6184 -0.8253 -0.42
O 1.4715 -0.2985 -1.3040 -0.07
C 2.9549 -0.1444 0.5768 -0.10
O 1.9558 0.7668 0.9885 -0.22
C 2.3704 1.8376 1.8314 -0.07
C 1.1423 2.7359 1.9647 -0.43
O 0.0236 2.2163 1.7592 -0.09
N 1.3257 3.9928 2.3118 -0.11
C 0.1787 4.8997 2.3277 0.01
C 2.6569 4.5535 2.5246 -0.01
H 5.1567 -2.5403 -1.4484 0.10
H 4.7350 -1.8605 0.1144 0.09
H 5.4897 -0.8308 -1.1295 0.11
H 3.2222 -2.7403 -3.0318 0.10
H 4.0674 -1.2479 -3.4927 0.11
H 2.3139 -1.2206 -3.2300 0.09
H 3.9315 0.3424 0.5505 0.13
H 2.9949 -0.9926 1.2684 0.15
H 3.2055 2.3614 1.3660 0.11
H 2.6663 1.4596 2.8157 0.16
H -0.6154 4.4738 1.7232 0.09
H 0.4825 5.8472 1.8883 0.10
H -0.1688 5.0615 3.3482 0.10
H 3.2084 4.6188 1.5845 0.10
H 3.2221 3.9720 3.2522 0.10
H 2.5418 5.5584 2.9188 0.10
O -1.8016 -0.0021 -0.1356 -0.38
P -2.3527 -1.3615 0.1976 0.55
N -1.2851 -2.5662 -0.1295 -0.19
C -0.7457 -2.8056 -1.4721 -0.17
C 0.4709 -3.7194 -1.2258 -0.14
C 0.3598 -4.1773 0.2435 -0.15
C -1.0463 -3.7611 0.6747 -0.19
N -2.6724 -1.4278 1.8009 -0.20
C -2.1501 -0.4879 2.7979 -0.18
C -2.2474 -1.2914 4.0875 -0.16
C -3.5322 -2.1160 3.9147 -0.15
C -3.7320 -2.2545 2.3910 -0.17
N -3.6993 -1.6520 -0.6801 -0.18
C -4.2138 -2.9881 -1.0301 -0.18
C -5.6027 -2.6959 -1.5973 -0.16
C -6.0463 -1.4569 -0.8225 -0.17
C -4.7667 -0.6317 -0.7512 -0.18
H -0.4774 -1.8648 -1.9498 0.10
H -1.4797 -3.3100 -2.1070 0.11
H 1.3986 -3.1736 -1.3918 0.08
H 0.4630 -4.5626 -1.9145 0.11
H 1.0946 -3.6587 0.8617 0.10
H 0.5225 -5.2467 0.3646 0.11
H -1.1253 -3.5318 1.7354 0.11
H -1.7679 -4.5529 0.4343 0.12
H -2.7701 0.4141 2.8480 0.13
H -1.1370 -0.1747 2.5482 0.10
H -2.2769 -0.6543 4.9698 0.11
H -1.3821 -1.9505 4.1777 0.11
H -4.3844 -1.6049 4.3604 0.11
H -3.4527 -3.0889 4.3960 0.11
H -4.7211 -1.8948 2.0929 0.11
H -3.6448 -3.2912 2.0585 0.10
H -4.2844 -3.6372 -0.1514 0.10
H -3.5719 -3.4789 -1.7613 0.10
H -6.2770 -3.5424 -1.4831 0.12
H -5.5275 -2.4645 -2.6613 0.12
H -6.3720 -1.7390 0.1814 0.11
H -6.8613 -0.9182 -1.3018 0.12
H -4.7302 0.0334 0.1139 0.11
H -4.6379 -0.0205 -1.6470 0.12
C 2.5918 5.3929 -2.2439 -0.24
Ge 2.1012 3.4786 -2.3107 0.61
C 2.3069 2.9121 -4.1975 -0.24
C 3.6801 2.6125 -1.4346 -0.21
C 0.3864 3.1258 -1.5330 -0.51
H 3.5931 5.5774 -2.6387 0.01
H 2.5507 5.7476 -1.2115 -0.01
H 1.8828 5.9832 -2.8261 0.01
H 3.2666 3.2277 -4.6128 0.01
H 1.5089 3.3396 -4.8061 0.01
H 2.2307 1.8248 -4.2798 -0.01
H 4.5357 2.6285 -2.1118 0.02
H 3.4861 1.5709 -1.1828 -0.03
H 3.9693 3.1550 -0.5298 0.00
H -0.2781 3.8563 -2.0317 -0.10
```

***

For the records above, the corresponding HOMO level values read -16.18, -0.62, -9.49, -7.63 eV.
For the records above, the corresponding DFT total energy values read -829.2224, -5903.5474, -380.3995, -3975.7475 a.u..
For the records above, the corresponding orbital gap values read 8.25, 4.96, 8.37, 5.51 eV.